Entry from the OMol25 dataset: a structure of composition C28H48BrN3P2SV in a non-equilibrium geometry (ωB97M-V/def2-TZVPD).

* HOMO level (alpha / beta): -12.273 / -11.675 eV
* net charge: +2
* energy: -159410.4770 eV
* ⟨S²⟩: 4.104
* LUMO energy (alpha / beta): -0.211 / -0.331 Ha
* multiplicity: 4

CARTESIAN COORDINATES (ANGSTROEM)
N -5.7634 2.7223 -4.0045
C -5.7982 3.1367 -2.7359
C -4.7463 2.8644 -1.8526
C -3.6153 2.1413 -2.2985
C -3.5519 1.8069 -3.6672
C -4.6918 2.0887 -4.4673
C -2.5225 1.9384 -1.3287
V -1.4283 0.3099 -0.3790
P 3.7487 -0.8767 -0.2935
C -1.1093 1.8169 -1.6637
C -0.1228 2.4447 -0.7655
C 1.2393 2.4213 -1.1591
C 2.1742 3.2802 -0.5817
C 1.7957 4.0522 0.5395
C 0.4367 4.1454 0.8966
C -0.5170 3.3374 0.2682
Br 3.1053 4.8734 1.5308
H -2.7704 2.4922 -0.4057
H -0.7503 1.3393 -2.5917
H -4.8026 3.2856 -0.8478
H -2.6704 1.3527 -4.1342
H -6.6857 3.6904 -2.4151
H -4.7303 1.7835 -5.5248
H 1.5099 1.7733 -2.0044
H -1.5672 3.4361 0.5706
H 3.1869 3.3221 -0.9821
H 0.1148 4.8744 1.6522
P -0.9022 -1.9474 -0.3442
C 4.4963 0.7904 -0.2134
C 6.0355 0.8105 -0.2669
H 4.1355 1.2785 0.7026
H 4.0791 1.3564 -1.0581
H 6.4111 1.8293 -0.1097
H 6.4953 0.1801 0.5085
H 6.4238 0.4690 -1.2323
C 3.1154 -1.0419 -1.9980
C 4.0232 -1.9533 -2.8515
H 3.0853 -0.0295 -2.4271
H 2.0886 -1.4394 -1.9634
H 3.5935 -2.0948 -3.8510
H 5.0237 -1.5191 -2.9823
H 4.1441 -2.9444 -2.3913
C 2.5418 -0.9959 1.0711
C 3.2708 -1.5525 2.3147
H 1.7335 -1.6787 0.7628
H 2.0940 -0.0088 1.2536
H 2.5764 -2.0189 3.0291
H 4.0049 -2.3171 2.0171
H 3.8246 -0.7705 2.8568
C -0.7691 -2.8569 1.2339
C -1.2907 -4.2897 1.1886
H -1.3082 -2.2650 1.9954
H 0.2904 -2.8427 1.5367
H -2.3857 -4.3153 1.1470
H -0.8899 -4.8391 0.3286
H -0.9658 -4.8062 2.1035
C -0.0633 -2.9030 -1.6876
C -0.1737 -2.3029 -3.0955
H -0.4321 -3.9398 -1.6739
H 0.9998 -2.9520 -1.4039
H -1.2015 -2.3288 -3.4788
H 0.1533 -1.2547 -3.1220
H 0.4540 -2.8601 -3.8090
C -2.7322 -1.7990 -0.7954
C -3.8742 -2.1406 0.1976
H -2.8223 -2.4595 -1.6726
H -2.8345 -0.7191 -1.1296
H -4.8374 -1.7610 -0.1674
H -4.0125 -3.2211 0.3434
H -3.7419 -1.6404 1.1697
C 0.9586 0.4679 3.7856
N -0.1715 0.9772 3.0037
C -1.4025 0.4171 3.0297
S -2.4663 0.5490 1.6624
N -1.8683 -0.2298 4.1133
C -1.4168 0.0128 5.4857
H 1.0647 -0.6289 3.6658
H 0.8108 0.7228 4.8486
H 1.8909 0.9515 3.4360
H 0.0412 1.4148 2.0956
H -2.8107 -0.6097 3.9889
H -2.2714 -0.1326 6.1540
H -0.6374 -0.7132 5.7555
H -1.0461 1.0432 5.5842



Entry from the OMol25 dataset: a structure of composition C28H48CaN9O4S3SeSi (ωB97M-V/def2-TZVPD).

* energy above the lowest of the compared OMol25 structures with the same formula, charge and spin: 0.0 kJ/mol
* HOMO level: -10.160 eV
* net charge: +1
* energy: -175590.2823 eV
* LUMO energy: -0.190 Ha
* multiplicity: 1

CARTESIAN COORDINATES (ANGSTROEM)
Ca -0.4595 -0.1286 -0.0544
N 0.3739 -0.0309 -3.9134
C -0.1497 -1.2165 -3.5074
N -0.5643 -1.4522 -2.2914
C -1.0652 -2.7443 -2.1900
C -1.0148 -3.4729 -3.3286
S -0.3268 -2.5410 -4.6048
C -1.6210 -3.1950 -0.9095
C -1.9492 -4.4695 -0.6092
S -2.6561 -4.5425 0.9616
C -2.4127 -2.8304 1.1296
N -1.8601 -2.2554 0.0825
N -2.8022 -2.1781 2.2324
H 0.7539 0.5965 -3.2216
H 0.7201 0.0614 -4.8513
H -1.3811 -4.4694 -3.5049
H -1.8326 -5.3550 -1.2097
H -3.1005 -2.6943 3.0401
H -2.5318 -1.1968 2.3455
N -2.6365 0.6749 -1.1863
C -3.2211 2.0276 -1.0916
C -2.5721 2.9985 -2.0703
C -1.0438 2.9881 -2.0500
C -0.4206 3.2409 -0.6717
N 0.5283 2.1662 -0.3288
H -2.7338 0.3238 -2.1357
H -3.1825 0.0422 -0.6055
H -3.0813 2.3606 -0.0635
H -4.2988 2.0130 -1.2776
H -2.9449 4.0008 -1.8443
H -2.9074 2.7725 -3.0874
H -0.6764 3.7155 -2.7769
H -0.7065 2.0096 -2.4013
H -1.1894 3.2328 0.1007
H 0.0545 4.2253 -0.6387
H 0.8750 2.2844 0.6219
H 1.3362 2.1883 -0.9461
C 3.3109 0.9831 1.6626
C 2.4334 0.4147 2.7701
C 2.6594 -1.0825 2.9372
C 2.7539 1.1305 4.0763
O 1.0643 0.6468 2.3386
Si -0.2740 0.8100 3.3424
S -1.8945 0.9692 2.0672
O -0.2249 -0.5338 4.2775
C -0.8523 -0.8351 5.5366
C -0.0154 -0.2416 6.6638
C -2.2722 -0.2833 5.5743
C -0.8631 -2.3540 5.6325
O -0.1029 2.0662 4.3742
C -0.3233 3.4799 4.2737
C 0.5037 4.1126 5.3845
C 0.1333 3.9887 2.9103
C -1.8048 3.7613 4.4866
H 4.3649 0.7968 1.8742
H 3.1644 2.0623 1.5776
H 3.0591 0.5260 0.7052
H 3.7008 -1.2747 3.2023
H 2.4238 -1.6170 2.0182
H 2.0171 -1.4710 3.7261
H 3.8012 0.9524 4.3266
H 2.1385 0.7639 4.8961
H 2.5989 2.2049 3.9846
H 0.0224 0.8436 6.5783
H 1.0022 -0.6345 6.6216
H -0.4432 -0.5048 7.6327
H -2.2687 0.8038 5.4817
H -2.7515 -0.5456 6.5185
H -2.8713 -0.6888 4.7571
H 0.1570 -2.7403 5.6210
H -1.3957 -2.7816 4.7813
H -1.3483 -2.6800 6.5533
H 1.5650 3.9057 5.2414
H 0.2020 3.7080 6.3512
H 0.3593 5.1937 5.4009
H 1.1848 3.7414 2.7435
H 0.0228 5.0726 2.8533
H -0.4742 3.5379 2.1236
H -2.1170 3.3893 5.4638
H -2.4018 3.2694 3.7184
H -1.9964 4.8351 4.4518
Se 3.3309 -3.1547 -1.0856
N 4.4470 -2.2164 -2.0899
C 4.2422 -0.9737 -2.3946
C 5.2594 -0.3231 -3.1941
C 5.0992 0.9594 -3.5545
C 3.8977 1.6363 -3.1476
N 2.9421 1.1210 -2.4406
C 3.0696 -0.1844 -2.0065
N 2.0866 -0.6015 -1.2569
H 6.1242 -0.9135 -3.4657
H 5.8342 1.4892 -4.1428
H 3.7561 2.6690 -3.4533
O 1.1302 -2.1256 0.1019
C 2.0164 -1.8357 -0.6779